19
Properties=species:S:1:pos:R:3:lowdin_charge:R:1 method="wB97M-V/def2-TZVPD" total_charge=0 homo_energy_ha=-0.3558 e_lumo_ev=1.1 smiles=CC1CC2(CC2)C1 gap_ev=10.819
C -0.14189 -0.42886 1.02796 -0.085
C -2.43705 0.48222 0.17485 -0.078
C -0.21740 -0.25085 -1.17392 -0.073
C -1.26456 -0.47706 -0.05649 -0.339
C 2.30526 -0.52433 -0.12191 -0.087
C 1.90514 0.93494 0.02582 -0.091
C 0.86895 -0.14591 -0.08181 -0.440
H 2.02564 1.44030 0.98796 0.100
H -2.13637 1.53931 0.20588 0.079
H 2.04690 1.60518 -0.82199 0.098
H -3.23735 0.35939 -0.56655 0.071
H -2.89896 0.25333 1.14516 0.074
H -0.08812 -1.13705 -1.81524 0.111
H 2.74682 -0.82579 -1.07053 0.099
H 2.75975 -1.01794 0.73795 0.101
H -0.25436 0.39485 1.74669 0.111
H -1.66449 -1.48931 -0.13825 0.124
H 0.00272 -1.36199 1.59012 0.112
H -0.32062 0.64956 -1.79568 0.112

---

31
Properties=species:S:1:pos:R:3:mulliken_spin:R:1 method="wB97M-V/def2-TZVPD" multiplicity=4 total_charge=0 homo_energy_ha="-0.2623 / -0.2622" e_lumo_ev="-0.1 / -0.1" s2=3.754 gap_ev="7.002 / 7.025"
Nd -0.20318 0.05596 0.11615 3.042
Br 2.42083 0.77653 -1.55820 -0.001
Br 2.92743 -0.73051 1.23619 -0.001
Cl 0.79303 2.04406 1.40831 -0.005
S 0.84877 -2.30468 -0.83583 -0.017
S -1.00028 -1.05084 2.71124 -0.004
S -0.95568 -4.00537 -2.50388 -0.002
S -2.08115 -1.68360 -1.01410 -0.013
N -1.19592 1.78462 -1.53725 -0.002
N -1.18370 -3.50433 1.63919 0.000
N 0.64710 -3.11795 2.94651 0.000
N -1.81625 3.49492 -2.74446 0.000
C -2.80561 2.54362 -2.90986 0.000
C -0.48320 -2.66532 2.38576 0.000
C 3.57862 0.54989 -0.04013 0.000
C 0.35060 3.79711 -1.58966 0.001
C -2.40958 1.49214 -2.16236 -0.001
C -0.72598 -2.72202 -1.50441 0.004
C -0.86867 3.00971 -1.92127 0.001
H 4.52063 0.19036 -0.42725 0.000
H 0.11741 4.86267 -1.56659 0.000
H 1.07235 -3.98053 2.65183 0.000
H -1.88056 -3.08728 1.02572 -0.001
H 1.12793 3.63539 -2.33884 0.000
H -0.76556 -4.36131 1.30859 0.000
H -3.67133 2.70394 -3.52732 0.000
H 0.73915 3.50141 -0.61806 -0.001
H -2.88496 0.53562 -2.04019 0.000
H 3.64325 1.50946 0.45261 0.000
H 1.16174 -2.48540 3.53337 0.000
H -1.78714 4.40604 -3.16912 0.000

---

29
Properties=species:S:1:pos:R:3:lowdin_charge:R:1 method="wB97M-V/def2-TZVPD" total_charge=+1 homo_energy_ha=-0.4381 e_lumo_ev=-5.6 gap_ev=6.338
Ir 0.75368 -0.79554 0.60829 0.599
Cl 4.18339 -0.88421 -0.23925 0.243
Cl 3.46461 1.35941 2.05257 0.267
Cl 3.80174 -1.76662 2.91570 0.343
S 1.27935 1.00222 -0.63301 0.717
S -1.07183 0.25585 1.43295 0.896
S -0.68087 -1.42989 -1.10419 0.866
Si 3.04752 -0.56401 1.45366 -0.808
O 1.51180 -4.16527 3.01263 0.136
N 0.54947 -2.29952 1.90859 -0.167
C -2.52003 -0.50031 0.62892 -0.444
C 0.38369 2.29977 0.27246 -0.457
C 0.29482 0.93123 -2.17591 -0.429
C 1.10030 -3.23251 2.45295 -0.556
C -1.02860 1.90281 0.64097 -0.423
C -2.31340 -0.65349 -0.85548 -0.440
C -0.00957 -0.50549 -2.51383 -0.458
H -3.08306 -1.28946 -1.29104 0.105
H 0.38438 3.20863 -0.33105 0.109
H -1.44657 2.60255 1.36461 0.104
H -1.68838 1.88253 -0.22332 0.072
H -0.61339 1.51864 -2.04821 0.077
H -0.72454 -0.58497 -3.33473 0.108
H 0.88441 -1.06704 -2.78713 0.096
H -2.59901 -1.46480 1.13150 0.097
H 0.87850 1.39056 -2.97346 0.103
H -3.41736 0.07553 0.86406 0.112
H 1.01003 2.47089 1.14875 0.056
H -2.33108 0.30251 -1.37797 0.076

---

Results for molar mass: 96.17 619.97 549.04 (in g mol⁻¹, following the order of the records).
Results for energy above the lowest of the compared OMol25 structures with the same formula, charge and spin: 1.3607 0.3742 0.9544 (in eV, following the order of the records).